{"formula": "C22H32Cl18N4", "method": "ωB97M-V with the def2-TZVPD basis set", "symbols": ["C", "C", "C", "N", "C", "H", "H", "H", "H", "H", "Cl", "C", "Cl", "Cl", "H", "Cl", "C", "Cl", "Cl", "H", "Cl", "C", "Cl", "Cl", "H", "Cl", "C", "Cl", "Cl", "H", "Cl", "C", "Cl", "Cl", "H", "Cl", "C", "Cl", "Cl", "H", "C", "C", "C", "C", "N", "H", "H", "H", "H", "H", "H", "H", "C", "C", "C", "C", "N", "H", "H", "H", "H", "H", "H", "H", "C", "C", "C", "C", "N", "H", "H", "H", "H", "H", "H", "H"], "positions_angstrom": [[1.093589, -0.076683, -0.390973], [0.919736, -1.134406, -1.328153], [-0.319741, -1.625669, -1.060719], [-0.918900, -0.973271, -0.020207], [-0.058433, 0.041267, 0.330238], [1.909203, 0.619747, -0.376464], [1.602533, -1.443207, -2.101289], [-0.843530, -2.390016, -1.605654], [-1.906887, -1.067590, 0.170448], [-0.337162, 0.773856, 1.071638], [-2.456878, -0.178013, -5.415487], [-1.619102, 0.502557, -3.988412], [-2.791975, 1.413299, -2.963470], [-0.182042, 1.411547, -4.356114], [-1.363514, -0.340617, -3.365790], [3.336504, 0.312574, -5.104868], [2.820726, -1.199623, -5.840441], [1.254632, -1.114485, -6.617483], [2.804037, -2.441823, -4.593241], [3.554731, -1.468174, -6.572539], [2.754279, -3.950526, 1.704995], [1.309562, -3.141407, 2.248410], [1.754406, -1.690090, 3.126806], [0.389925, -4.241527, 3.271267], [0.706579, -2.919621, 1.377795], [5.556753, -0.336082, -1.983842], [4.731582, -1.480804, -0.945608], [5.661354, -1.804283, 0.556547], [4.412437, -3.017832, -1.768319], [3.800446, -1.054943, -0.641441], [4.632854, 4.355634, -1.403289], [4.037339, 3.205702, -2.581299], [4.293592, 3.742165, -4.258756], [2.345708, 2.781853, -2.314955], [4.599867, 2.306797, -2.427070], [-1.335938, -1.857219, 5.674803], [-2.434455, -1.378360, 4.366356], [-1.989850, -2.101635, 2.838007], [-2.563004, 0.378998, 4.268437], [-3.394444, -1.818243, 4.598728], [1.495617, 2.311321, 3.472275], [2.462389, 3.477522, 3.438365], [3.230268, 3.718836, 2.098425], [3.864396, 2.440961, 1.651853], [4.216688, 1.477939, 1.179334], [1.958132, 1.322214, 3.398705], [0.767751, 2.343532, 2.650576], [0.938220, 2.262041, 4.406221], [3.205476, 3.395837, 4.237552], [1.932700, 4.407725, 3.615115], [4.032458, 4.439474, 2.174340], [2.555998, 4.020782, 1.295106], [-2.935995, 2.597547, 0.792417], [-2.822041, 3.751007, -0.186019], [-1.403646, 3.853462, -0.752090], [-0.471881, 4.514296, 0.154644], [0.289254, 4.980474, 0.856585], [-2.224175, 2.715842, 1.617982], [-2.608438, 1.675154, 0.324584], [-3.944480, 2.559993, 1.194677], [-3.039510, 4.726077, 0.261606], [-3.526567, 3.686031, -1.012485], [-1.385333, 4.456718, -1.663705], [-0.970122, 2.880627, -0.982297], [-3.188628, -5.049622, 0.922511], [-4.680207, -4.803526, 1.012769], [-5.268941, -4.257876, -0.338317], [-4.475711, -3.091851, -0.805373], [-3.839218, -2.206571, -1.158848], [-2.817651, -5.466974, 1.864371], [-2.660917, -4.110164, 0.780796], [-2.878785, -5.757404, 0.161881], [-4.945391, -4.068932, 1.773578], [-5.182551, -5.732832, 1.288776], [-6.324797, -4.017687, -0.223368], [-5.120880, -5.051820, -1.081130]], "forces_ev_per_a": [[0.0, 0.5, -0.5], [-0.1, 0.5, 0.7], [-0.7, -1.3, -0.9], [0.7, 0.4, -0.9], [-0.3, 0.2, 0.8], [0.3, 0.1, 0.3], [0.0, -0.1, 0.0], [-0.2, -0.2, 0.1], [0.2, 0.2, 0.1], [0.1, -0.1, 0.1], [0.4, 0.4, 0.3], [-0.9, -0.4, 0.4], [0.4, 0.0, -0.5], [-0.2, 0.1, -0.1], [0.3, -0.1, 0.0], [-0.1, 0.3, -0.2], [0.0, -0.1, 0.5], [-0.2, 0.2, -0.2], [0.0, -0.3, 0.0], [0.2, -0.1, -0.3], [0.5, -0.2, -0.4], [0.1, -0.2, 0.1], [-0.2, 0.3, 0.0], [-0.1, -0.3, 0.2], [-0.1, 0.4, 0.0], [0.1, 0.0, -0.1], [0.6, -0.6, 0.7], [-0.2, 0.2, -0.6], [0.1, 0.2, 0.1], [-0.5, 0.2, 0.1], [-0.1, 0.3, 0.0], [-0.1, -0.1, -0.2], [0.0, 0.0, 0.4], [0.0, 0.1, 0.0], [0.2, -0.4, -0.1], [0.0, 0.1, -0.2], [-0.1, -0.2, 0.5], [0.0, 0.2, -0.3], [0.0, -0.2, -0.1], [-0.1, 0.4, 0.2], [-0.3, -0.6, -0.4], [0.7, 0.7, -0.3], [0.0, -1.8, 0.3], [-1.5, 2.9, 0.7], [1.0, -2.4, -1.0], [0.4, 0.2, -0.1], [0.1, 0.2, 0.1], [-0.1, 0.3, 0.1], [-0.1, -0.1, 0.0], [-0.2, 0.1, 0.1], [0.0, 0.4, 0.3], [0.0, 0.0, 0.1], [0.3, 0.5, 0.3], [0.4, 0.5, -0.1], [0.2, 0.4, -0.4], [-0.9, -0.9, -0.7], [1.1, 0.8, 1.1], [-0.2, 0.3, 0.1], [-0.5, -0.3, -0.3], [0.0, -0.4, 0.1], [-0.1, -0.2, 0.3], [0.0, -0.4, -0.1], [-0.1, -0.2, -0.1], [-0.1, -0.1, -0.1], [0.3, 0.1, 0.9], [-0.5, 0.3, -0.7], [1.1, -0.5, 0.5], [-0.8, -0.6, 0.3], [0.2, 0.2, 0.0], [-0.1, 0.1, 0.0], [0.2, 0.0, -0.2], [-0.2, 0.0, -0.4], [0.3, 0.0, 0.2], [-0.2, 0.1, -0.2], [0.1, 0.1, -0.2], [-0.3, 0.3, -0.1]], "mulliken_charge": [0.561, -0.238, -1.222, 0.819, -1.939, 0.414, 0.278, 0.479, 0.314, 0.571, -0.151, 0.680, -0.152, -0.042, -0.348, -0.021, -0.179, -0.096, -0.101, 0.392, -0.112, 0.845, -0.090, -0.131, -0.568, -0.131, 1.274, -0.121, -0.116, -0.950, -0.135, 0.473, -0.145, 0.041, -0.248, -0.113, -0.155, 0.032, -0.111, 0.318, -0.591, -0.630, 0.024, 0.029, -0.348, 0.177, -0.038, 0.402, 0.362, 0.305, 0.396, -0.019, -0.578, -0.778, 0.346, 0.038, -0.499, 0.224, -0.052, 0.391, 0.390, 0.349, 0.340, -0.148, -0.692, -0.381, -0.482, 0.269, -0.409, 0.292, -0.081, 0.372, 0.253, 0.314, 0.321, 0.256], "max_force_ev_per_a": 3.3, "smiles": "c1cc[nH]c1.ClC(Cl)Cl.ClC(Cl)Cl.ClC(Cl)Cl.ClC(Cl)Cl.ClC(Cl)Cl.ClC(Cl)Cl.CCCC#N.CCCC#N.CCCC#N", "lumo_energy_ha": 0.00720}